{
  "formula": "C3H5N3O",
  "method": "the ωB97M-V functional and the def2-TZVPD basis",
  "species": ["O", "H", "N", "C", "H", "N", "H", "C", "N", "H", "C", "H"],
  "positions_angstrom": [[1.421, -1.731, -0.097], [-0.193, 1.950, 0.677], [-1.587, -0.363, 0.839], [0.685, 0.326, 0.277], [-1.500, 1.718, -1.066], [0.114, -1.955, 0.303], [-1.797, 1.210, -0.604], [1.789, -0.510, -0.146], [0.708, 1.597, 0.340], [-2.175, -1.197, 0.896], [-0.388, -0.696, 0.528], [2.786, -0.281, -0.497]],
  "forces_ev_per_a": [[-0.201, -1.232, -0.001], [0.118, -0.103, -0.036], [-0.086, -0.329, 0.233], [0.536, -0.541, -0.250], [-0.140, 0.023, -0.106], [0.041, 0.400, -0.021], [-0.066, 0.209, -0.216], [-0.292, 1.185, 0.096], [-0.177, 0.201, 0.230], [-0.024, 0.033, 0.066], [0.380, 0.201, -0.116], [-0.088, -0.046, 0.121]],
  "nbo_charge": [-0.194, 0.363, -0.580, 0.080, -0.032, -0.188, 0.019, 0.202, -0.488, 0.355, 0.246, 0.217],
  "gap_ev": [6.7, 8.1],
  "total_energy_ev": -9704.74913,
  "total_charge": 0,
  "homo_ev": [-8.7, -9.6],
  "largest_force_ev_per_a": 1.2
}